C26H29BrN3OPPbS | the ωB97M-V functional and the def2-TZVPD basis

XYZ file:
```
63
C26H29BrN3OPPbS | the OMol25 dataset | the ωB97M-V functional and the def2-TZVPD basis
Pb -0.458 0.280 -0.559
N 2.864 -0.617 1.659
P 3.369 -0.909 0.139
C 5.090 -0.639 0.005
C 5.899 -1.584 0.675
C 7.268 -1.427 0.599
C 7.822 -0.374 -0.134
C 7.011 0.536 -0.807
C 5.635 0.409 -0.750
C 2.791 -2.372 -0.536
C 3.343 -2.697 -1.822
C 3.045 -3.915 -2.377
C 2.150 -4.768 -1.719
C 1.590 -4.437 -0.455
C 1.859 -3.229 0.119
C 1.655 -0.374 2.391
C 1.837 -0.393 3.767
C 0.749 -0.228 4.609
C -0.492 -0.028 4.039
C -0.584 -0.006 2.658
N 0.453 -0.171 1.817
H 3.673 -0.421 2.250
H 5.477 -2.414 1.231
H 7.907 -2.136 1.109
H 8.898 -0.267 -0.182
H 7.452 1.343 -1.376
H 5.009 1.107 -1.292
H 4.022 -2.018 -2.327
H 3.486 -4.205 -3.322
H 1.862 -5.700 -2.194
H 0.958 -5.152 0.056
H 1.436 -2.978 1.085
H 2.823 -0.567 4.186
H 0.875 -0.266 5.684
H -1.376 0.125 4.643
H -1.543 0.185 2.192
Br -7.308 0.027 0.449
C -5.485 0.073 0.241
C -4.882 1.116 -0.464
C -3.514 1.113 -0.597
N -2.736 0.140 -0.072
C -3.330 -0.875 0.593
C -4.687 -0.941 0.778
H -5.470 1.910 -0.903
H -3.016 1.909 -1.140
H -2.691 -1.665 0.973
H -5.125 -1.766 1.323
C -0.682 5.499 1.484
C -1.211 4.988 0.154
S -0.235 3.839 -0.826
O -0.482 2.437 -0.145
C 1.500 4.183 -0.483
C 2.015 3.858 0.918
H -1.438 6.170 1.891
H 0.224 6.088 1.366
H -0.528 4.703 2.210
H -1.385 5.804 -0.554
H -2.152 4.444 0.263
H 1.660 5.221 -0.787
H 1.981 3.550 -1.232
H 1.910 4.691 1.603
H 3.077 3.616 0.857
H 1.486 3.002 1.345
```

The calculation puts the energy relative to the best compared isomer or geometry (same formula, charge and spin) at 55.8 kcal/mol. Its multiplicity is 1. Its net charge is +4. For the HOMO-LUMO gap, the calculation gives 3.833 eV.